Formula: C38H33BaCl5N6O3S3
Source: OMol25
Level of theory: the ωB97M-V functional and the def2-TZVPD basis

ORCA input file:
```
! RIJCOSX wB97M-V def2-TZVPD def2/J DEFGRID3
* xyz 0 1
Ba 0.850 0.399 1.084
C -2.603 6.584 -1.496
C -2.390 5.151 -1.033
C -3.278 4.463 -0.221
C -3.009 3.149 0.170
C -3.818 2.492 1.119
N -3.660 1.248 1.510
C -4.217 0.731 2.734
C -4.991 -0.573 2.533
C -4.307 -1.464 1.472
N -2.922 -1.797 2.022
C -1.839 -2.019 1.317
C -1.709 -2.275 -0.026
C -2.713 -2.327 -1.048
C -2.478 -2.482 -2.367
C -3.474 -2.392 -3.516
C -1.083 -2.468 -2.738
C -0.073 -2.450 -1.842
C 1.338 -2.232 -2.224
N 1.824 -1.383 -3.004
C 1.113 -0.304 -3.637
C 1.974 0.969 -3.539
C 2.231 1.464 -2.142
N 1.067 1.732 -1.350
C 0.284 2.662 -1.713
C -0.941 3.134 -1.093
C -1.280 4.444 -1.452
C -1.826 2.426 -0.279
O -1.651 1.193 0.005
C -0.302 -2.449 -0.442
O 0.627 -2.330 0.382
H -3.235 7.038 -0.741
H -3.092 6.557 -2.519
H -1.708 7.136 -1.576
H -4.207 4.962 0.112
H -4.593 3.072 1.565
H -2.852 0.816 1.022
H -4.790 1.507 3.239
H -3.401 0.594 3.432
H -6.018 -0.449 2.145
H -5.141 -1.121 3.478
H -4.125 -0.899 0.575
H -4.829 -2.443 1.336
H -2.740 -1.431 2.966
H -0.910 -2.069 1.878
H -3.765 -2.233 -0.770
H -4.007 -1.462 -3.436
H -4.223 -3.164 -3.398
H -2.878 -2.497 -4.421
H -0.820 -2.365 -3.783
H 2.092 -2.897 -1.849
H 0.033 -0.066 -3.349
H 1.052 -0.576 -4.720
H 1.638 1.795 -4.164
H 2.928 0.741 -3.967
H 2.939 2.373 -2.197
H 2.820 0.684 -1.580
H 0.557 3.137 -2.672
H -0.577 4.857 -2.172
Cl 0.875 3.422 8.211
C 0.503 2.849 6.627
C -0.605 3.324 5.946
Cl -1.561 4.634 6.584
C -0.995 2.766 4.740
Cl -2.324 3.465 3.847
C -0.263 1.723 4.096
O -0.575 1.306 2.937
C 0.859 1.268 4.849
Cl 1.704 -0.057 4.274
C 1.244 1.762 6.084
Cl 2.750 1.283 6.815
S 6.456 -4.317 1.557
C 5.413 -3.048 1.134
S 5.193 -1.682 2.148
C 4.184 -0.876 0.887
N 3.986 -1.662 -0.120
N 4.649 -2.861 0.024
C 4.988 -3.584 -1.133
C 4.951 -4.950 -1.063
C 5.571 -5.749 -2.049
C 6.042 -5.112 -3.139
C 6.069 -3.719 -3.237
C 5.508 -2.939 -2.236
S 3.761 0.776 1.040
H 4.439 -5.368 -0.183
H 5.718 -6.836 -1.961
H 6.468 -5.615 -4.000
H 6.484 -3.198 -4.084
H 5.617 -1.894 -2.219
*
```

- Frontier orbital gap: 5.78 eV
- ΔE to the lowest compared entry with this formula, charge and spin: 11.8 kcal/mol
- Energy: -150837.1290 eV
- HOMO level: -7.012 eV

Formula: C38H33N13PRuTe
Source: OMol25
Level of theory: the ωB97M-V functional and the def2-TZVPD basis

ORCA input file:
```
! RIJCOSX wB97M-V def2-TZVPD def2/J DEFGRID3
* xyz 0 6
Ru -1.100 0.297 0.538
N 8.578 -0.023 4.236
C 7.486 0.007 3.875
C 6.131 0.051 3.428
C 5.801 -0.397 2.148
C 4.493 -0.347 1.712
C 3.475 0.165 2.528
C 3.824 0.615 3.808
C 5.128 0.553 4.258
C 2.087 0.244 2.040
C 1.519 -0.957 1.492
C 2.092 -2.265 1.614
C 1.304 -3.136 0.898
C 0.255 -2.373 0.364
N 0.382 -1.052 0.747
C 1.416 1.483 2.134
C 1.985 2.738 2.543
C 0.978 3.683 2.468
C -0.161 3.010 2.018
N 0.102 1.696 1.809
H 6.582 -0.773 1.499
H 4.247 -0.685 0.714
H 3.045 0.986 4.461
H 5.379 0.883 5.257
H 2.966 -2.512 2.191
H 1.449 -4.197 0.776
H -0.391 -2.650 -0.456
H 3.012 2.898 2.821
H 1.034 4.732 2.709
H -1.146 3.429 1.869
N -3.543 1.775 2.590
C -2.951 0.647 3.078
N -3.201 0.131 4.275
N -2.444 -0.960 4.343
N -1.766 -1.115 3.255
N -2.067 -0.100 2.412
C -3.310 2.262 1.340
N -3.836 3.371 0.857
N -3.334 3.492 -0.380
N -2.551 2.516 -0.652
N -2.506 1.682 0.422
H -4.153 2.291 3.202
N -3.120 -1.072 -1.440
C -3.238 -0.143 -2.493
C -4.444 0.068 -3.149
C -4.519 0.968 -4.198
C -3.391 1.659 -4.613
C -2.194 1.487 -3.939
C -2.114 0.610 -2.866
P -0.648 0.522 -1.798
C 0.418 1.923 -2.247
C 0.472 3.023 -1.395
C 1.300 4.095 -1.689
C 2.090 4.069 -2.828
C 2.037 2.975 -3.682
C 1.207 1.904 -3.397
C 0.280 -0.891 -2.488
C 1.605 -1.060 -2.078
C 2.318 -2.183 -2.458
C 1.714 -3.154 -3.248
C 0.410 -2.978 -3.682
C -0.309 -1.850 -3.307
H -3.992 -1.524 -1.208
H -2.403 -1.765 -1.605
H -5.325 -0.482 -2.836
H -5.466 1.120 -4.700
H -3.452 2.349 -5.444
H -1.328 2.070 -4.222
H -0.140 3.035 -0.505
H 1.328 4.948 -1.023
H 2.749 4.897 -3.050
H 2.652 2.957 -4.572
H 1.175 1.052 -4.066
H 2.066 -0.307 -1.449
H 3.344 -2.306 -2.135
H 2.264 -4.044 -3.526
H -0.051 -3.723 -4.319
H -1.325 -1.716 -3.659
C -2.709 -4.696 0.148
Te -2.352 -2.999 1.461
C -3.579 -3.883 2.986
H -3.708 -4.654 -0.284
H -2.607 -5.622 0.711
H -1.974 -4.696 -0.658
H -3.146 -4.832 3.292
H -4.577 -4.041 2.584
H -3.608 -3.203 3.832
*
```

- Frontier orbital gap (spin up / spin down): 6.14 / 4.81 eV
- ΔE to the lowest compared entry with this formula, charge and spin: 0.0 kcal/mol
- Energy: -78472.4141 eV
- HOMO level (spin up / spin down): -6.135 / -7.721 eV

Formula: C38H33N3P2Sc
Source: OMol25
Level of theory: the ωB97M-V functional and the def2-TZVPD basis

ORCA input file:
```
! RIJCOSX wB97M-V def2-TZVPD def2/J DEFGRID3
* xyz 1 1
Sc -1.144 0.086 -0.978
C 2.195 1.037 1.760
C 2.191 1.134 0.227
P 2.635 -0.493 -0.580
C 1.218 -0.671 -1.759
C 0.476 -1.858 -1.777
C -0.594 -2.023 -2.661
C -0.942 -1.003 -3.535
C -0.219 0.190 -3.527
C 0.855 0.350 -2.654
C 3.920 0.015 -1.785
C 3.945 -0.494 -3.082
C 4.991 -0.190 -3.940
C 6.034 0.617 -3.509
C 6.031 1.109 -2.212
C 4.985 0.806 -1.354
C 0.829 0.803 2.420
P -0.390 -0.319 1.625
C -1.805 -0.199 2.758
C -3.043 0.268 2.326
C -4.115 0.354 3.204
C -3.949 -0.029 4.526
C -2.719 -0.505 4.967
C -1.654 -0.594 4.088
C 0.219 -2.017 1.852
C 1.391 -2.310 2.543
C 1.807 -3.626 2.688
C 1.054 -4.658 2.151
C -0.127 -4.376 1.475
C -0.542 -3.063 1.324
H 2.593 1.964 2.176
H 2.889 0.252 2.061
H 2.917 1.875 -0.109
H 1.226 1.511 -0.134
H 0.727 -2.652 -1.084
H -1.164 -2.942 -2.646
H -1.779 -1.128 -4.210
H -0.491 0.991 -4.201
H 1.425 1.270 -2.667
H 3.149 -1.139 -3.436
H 4.993 -0.589 -4.946
H 6.850 0.854 -4.178
H 6.848 1.726 -1.864
H 5.015 1.184 -0.339
H 0.281 1.746 2.467
H 0.956 0.480 3.456
H -3.199 0.561 1.293
H -5.075 0.699 2.844
H -4.782 0.034 5.213
H -2.593 -0.815 5.996
H -0.708 -0.993 4.438
H 1.987 -1.523 2.982
H 2.720 -3.842 3.226
H 1.380 -5.683 2.266
H -0.730 -5.179 1.074
H -1.472 -2.850 0.811
N -2.671 -1.306 -0.691
C -3.843 -1.349 -0.797
C -5.193 -1.345 -0.909
C -5.792 -1.988 -2.029
N -6.233 -2.495 -2.963
C -5.920 -0.622 0.077
N -6.431 0.004 0.896
C -2.385 1.699 -1.723
C -1.426 2.638 -1.133
C -0.426 3.257 -1.914
C 0.525 4.078 -1.344
C 0.533 4.300 0.034
C -0.417 3.684 0.824
C -1.372 2.839 0.257
H -2.587 1.843 -2.780
H -3.318 1.620 -1.157
H -0.453 3.136 -2.991
H 1.254 4.573 -1.974
H 1.261 4.970 0.472
H -0.447 3.881 1.889
H -2.156 2.431 0.887
*
```

- Frontier orbital gap: 7.26 eV
- ΔE to the lowest compared entry with this formula, charge and spin: 0.0 kcal/mol
- Energy: -83684.8441 eV
- HOMO level: -11.049 eV

Repeat the first record exactly.
Formula: C38H33BaCl5N6O3S3
Source: OMol25
Level of theory: the ωB97M-V functional and the def2-TZVPD basis

ORCA input file:
```
! RIJCOSX wB97M-V def2-TZVPD def2/J DEFGRID3
* xyz 0 1
Ba 0.850 0.399 1.084
C -2.603 6.584 -1.496
C -2.390 5.151 -1.033
C -3.278 4.463 -0.221
C -3.009 3.149 0.170
C -3.818 2.492 1.119
N -3.660 1.248 1.510
C -4.217 0.731 2.734
C -4.991 -0.573 2.533
C -4.307 -1.464 1.472
N -2.922 -1.797 2.022
C -1.839 -2.019 1.317
C -1.709 -2.275 -0.026
C -2.713 -2.327 -1.048
C -2.478 -2.482 -2.367
C -3.474 -2.392 -3.516
C -1.083 -2.468 -2.738
C -0.073 -2.450 -1.842
C 1.338 -2.232 -2.224
N 1.824 -1.383 -3.004
C 1.113 -0.304 -3.637
C 1.974 0.969 -3.539
C 2.231 1.464 -2.142
N 1.067 1.732 -1.350
C 0.284 2.662 -1.713
C -0.941 3.134 -1.093
C -1.280 4.444 -1.452
C -1.826 2.426 -0.279
O -1.651 1.193 0.005
C -0.302 -2.449 -0.442
O 0.627 -2.330 0.382
H -3.235 7.038 -0.741
H -3.092 6.557 -2.519
H -1.708 7.136 -1.576
H -4.207 4.962 0.112
H -4.593 3.072 1.565
H -2.852 0.816 1.022
H -4.790 1.507 3.239
H -3.401 0.594 3.432
H -6.018 -0.449 2.145
H -5.141 -1.121 3.478
H -4.125 -0.899 0.575
H -4.829 -2.443 1.336
H -2.740 -1.431 2.966
H -0.910 -2.069 1.878
H -3.765 -2.233 -0.770
H -4.007 -1.462 -3.436
H -4.223 -3.164 -3.398
H -2.878 -2.497 -4.421
H -0.820 -2.365 -3.783
H 2.092 -2.897 -1.849
H 0.033 -0.066 -3.349
H 1.052 -0.576 -4.720
H 1.638 1.795 -4.164
H 2.928 0.741 -3.967
H 2.939 2.373 -2.197
H 2.820 0.684 -1.580
H 0.557 3.137 -2.672
H -0.577 4.857 -2.172
Cl 0.875 3.422 8.211
C 0.503 2.849 6.627
C -0.605 3.324 5.946
Cl -1.561 4.634 6.584
C -0.995 2.766 4.740
Cl -2.324 3.465 3.847
C -0.263 1.723 4.096
O -0.575 1.306 2.937
C 0.859 1.268 4.849
Cl 1.704 -0.057 4.274
C 1.244 1.762 6.084
Cl 2.750 1.283 6.815
S 6.456 -4.317 1.557
C 5.413 -3.048 1.134
S 5.193 -1.682 2.148
C 4.184 -0.876 0.887
N 3.986 -1.662 -0.120
N 4.649 -2.861 0.024
C 4.988 -3.584 -1.133
C 4.951 -4.950 -1.063
C 5.571 -5.749 -2.049
C 6.042 -5.112 -3.139
C 6.069 -3.719 -3.237
C 5.508 -2.939 -2.236
S 3.761 0.776 1.040
H 4.439 -5.368 -0.183
H 5.718 -6.836 -1.961
H 6.468 -5.615 -4.000
H 6.484 -3.198 -4.084
H 5.617 -1.894 -2.219
*
```

- Frontier orbital gap: 5.78 eV
- ΔE to the lowest compared entry with this formula, charge and spin: 11.8 kcal/mol
- Energy: -150837.1290 eV
- HOMO level: -7.012 eV